1.
{
  "formula": "C6H9NO",
  "method": "ωB97M-V/def2-TZVPD",
  "relative_energy_kcal_mol": 132.0,
  "symbols": ["C", "C", "C", "C", "C", "C", "H", "H", "H", "H", "H", "H", "H", "H", "H", "N", "O"],
  "positions_angstrom": [[-2.0169, 0.0213, 0.0522], [-0.5753, -0.0586, -0.1513], [0.2265, -1.2918, -0.2204], [1.1015, -0.4481, -1.0046], [1.5079, 0.3591, 0.0391], [0.3553, 0.7140, 0.6389], [-2.7243, -0.3607, -0.7314], [-2.2413, 1.1614, 0.0151], [-2.2905, -0.4024, 1.1224], [0.3312, -1.6528, 0.8855], [-0.2778, -2.1502, -0.5553], [1.8112, -0.8444, -1.6328], [2.3464, -0.0780, 0.7339], [1.3431, 2.3289, 0.7294], [0.0397, 0.7027, 1.6498], [1.1258, 1.7352, -0.0846], [-0.0627, 0.2647, -1.4861]]
}

2.
{
  "formula": "C5H10O2",
  "method": "ωB97M-V/def2-TZVPD",
  "relative_energy_kcal_mol": 44.1,
  "smiles": "COC[C@@H](C)C=O",
  "symbols": ["C", "O", "C", "C", "C", "C", "O", "H", "H", "H", "H", "H", "H", "H", "H", "H", "H"],
  "positions_angstrom": [[-0.5840, -2.2988, -0.2773], [-1.3501, -1.1718, 0.0930], [-0.6627, -0.1466, 0.7706], [-0.1037, 0.9171, -0.1964], [0.5336, 2.0684, 0.5740], [0.8905, 0.2734, -1.1416], [2.0793, 0.2173, -0.9271], [0.4722, -2.0612, -0.4570], [-1.0030, -2.6949, -1.2083], [-0.6327, -3.0790, 0.4927], [0.1493, -0.5390, 1.4042], [-1.3882, 0.3421, 1.4316], [-0.9533, 1.2707, -0.7947], [0.8734, 2.8544, -0.1071], [-0.1878, 2.5103, 1.2691], [1.4043, 1.7184, 1.1356], [0.4631, -0.1807, -2.0614]]
}

3.
{
  "formula": "C3H7N2OSe",
  "method": "ωB97M-V/def2-TZVPD",
  "relative_energy_kcal_mol": 26.5,
  "charge": 1,
  "smiles": "NC(=O)C[Se]C=[NH2+]",
  "symbols": ["N", "C", "O", "C", "Se", "C", "N", "H", "H", "H", "H", "H", "H", "H"],
  "positions_angstrom": [[1.1943, 1.1349, -0.3465], [1.2107, -0.1352, -0.9197], [2.1718, -0.8774, -0.6481], [0.0883, -0.7121, -1.6738], [-1.5692, -0.4853, -0.7145], [-0.8713, -0.8165, 0.9521], [-1.2465, -0.3361, 2.0771], [2.1747, 1.3363, -0.1847], [0.7057, 1.9208, -0.9096], [0.0838, -0.2114, -2.5646], [0.1755, -1.7856, -1.8138], [-0.0179, -1.4855, 0.9553], [-0.5423, -0.2719, 2.8188], [-1.9557, 0.3642, 2.0465]]
}

4.
{
  "formula": "CH2F3N",
  "method": "ωB97M-V/def2-TZVPD",
  "relative_energy_kcal_mol": 111.6,
  "smiles": "FCN(F)F",
  "symbols": ["F", "C", "N", "F", "F", "H", "H"],
  "positions_angstrom": [[0.6226, 0.9051, -1.1405], [0.6205, 0.1343, -0.0016], [-0.6070, -0.6845, 0.1394], [-1.3435, -0.7801, -1.0219], [-1.4244, 0.1090, 1.0491], [1.4938, -0.5410, 0.0977], [0.6380, 0.8571, 0.8778]]
}

5.
{
  "formula": "C5H10O",
  "method": "ωB97M-V/def2-TZVPD",
  "relative_energy_kcal_mol": 30.0,
  "smiles": "CCC[C@H]1CO1",
  "symbols": ["C", "C", "C", "C", "C", "O", "H", "H", "H", "H", "H", "H", "H", "H", "H", "H"],
  "positions_angstrom": [[-0.9400, -1.3597, -0.9114], [0.4437, -1.3787, -0.2673], [0.6508, -0.2664, 0.7644], [0.6812, 1.1512, 0.2368], [-0.4322, 2.1026, 0.3237], [0.6388, 2.1478, 1.2518], [-1.1100, -0.4285, -1.4629], [-1.7218, -1.4433, -0.1468], [-1.0670, -2.1933, -1.6107], [1.2207, -1.3268, -1.0426], [0.5912, -2.3404, 0.2411], [1.6107, -0.4256, 1.2731], [-0.1247, -0.3287, 1.5388], [1.4226, 1.3499, -0.5423], [-0.4635, 2.9523, -0.3601], [-1.4005, 1.7876, 0.7144]]
}

6.
{
  "formula": "C38H48BBaClF6N11O10S6",
  "method": "ωB97M-V/def2-TZVPD",
  "total_energy_ev": -172255.198,
  "multiplicity": 2,
  "charge": -2,
  "symbols": ["Ba", "C", "C", "C", "C", "N", "C", "C", "N", "B", "N", "C", "C", "N", "C", "S", "C", "C", "C", "C", "N", "C", "C", "N", "C", "S", "C", "C", "C", "C", "C", "S", "H", "H", "H", "H", "H", "H", "H", "H", "H", "H", "H", "H", "H", "H", "H", "H", "H", "H", "H", "H", "H", "H", "H", "H", "H", "H", "H", "H", "H", "H", "H", "H", "H", "H", "O", "Cl", "O", "O", "O", "N", "C", "C", "C", "C", "C", "C", "N", "C", "C", "C", "S", "C", "N", "H", "H", "H", "H", "H", "H", "H", "F", "C", "F", "F", "S", "O", "O", "N", "S", "O", "O", "C", "F", "F", "F", "O", "H", "H", "O", "N", "C", "C", "C", "C", "C", "H", "H", "H", "H", "H"],
  "positions_angstrom": [[0.0307, -1.0183, 0.3325], [-3.6636, 6.5604, -3.0515], [-2.8678, 5.2974, -3.3742], [-2.0975, 5.5150, -4.6829], [-3.8497, 4.1295, -3.5150], [-1.9111, 5.0260, -2.2788], [-1.7560, 5.8322, -1.1580], [-0.8043, 5.2826, -0.3856], [-0.3413, 4.1465, -1.0019], [0.6659, 3.1408, -0.3708], [1.9422, 3.0972, -1.2384], [2.1785, 3.8735, -2.3489], [3.3050, 3.4510, -2.9345], [3.8067, 2.3896, -2.1900], [2.9455, 2.1625, -1.1286], [3.1357, 1.0821, 0.1494], [4.9638, 1.6282, -2.7242], [5.4918, 0.5434, -1.7895], [4.5220, 0.9746, -4.0391], [6.1059, 2.6261, -2.9664], [1.0580, 3.6862, 1.0254], [2.2914, 4.1896, 1.3689], [2.3602, 4.2764, 2.7062], [1.1499, 3.8318, 3.2250], [0.3444, 3.4655, 2.1621], [-1.2754, 3.0072, 2.1686], [0.9238, 3.5200, 4.6547], [2.1505, 3.9313, 5.4655], [0.7099, 2.0109, 4.7976], [-0.2937, 4.2907, 5.1791], [-1.0262, 3.9680, -2.1640], [-0.7626, 2.7014, -3.2479], [-4.3503, 6.7532, -3.8752], [-3.0125, 7.4289, -2.9416], [-4.2493, 6.4299, -2.1400], [-2.7963, 5.6596, -5.5094], [-1.4854, 4.6403, -4.8878], [-1.4484, 6.3903, -4.6038], [-4.6119, 4.3721, -4.2585], [-4.3374, 3.9304, -2.5588], [-3.3183, 3.2355, -3.8300], [-2.3356, 6.7191, -0.9884], [-0.4228, 5.6041, 0.5658], [0.1609, 2.0492, -0.2681], [1.5276, 4.6805, -2.6297], [3.7870, 3.8210, -3.8197], [4.7767, -0.2583, -1.6597], [5.7240, 0.9447, -0.8075], [6.4014, 0.1278, -2.2326], [3.6871, 0.3056, -3.8386], [5.3397, 0.3850, -4.4575], [4.2085, 1.7158, -4.7768], [6.4159, 3.0652, -2.0167], [5.8175, 3.4312, -3.6432], [6.9565, 2.1027, -3.4046], [3.0304, 4.4382, 0.6289], [3.1630, 4.6379, 3.3197], [3.0319, 3.3676, 5.1567], [1.9570, 3.7124, 6.5152], [2.3514, 5.0010, 5.3725], [1.5286, 1.4619, 4.3258], [-0.2126, 1.7188, 4.3026], [0.6460, 1.7359, 5.8520], [-0.1092, 5.3680, 5.1502], [-0.5003, 3.9910, 6.2086], [-1.1563, 4.0616, 4.5604], [2.8112, -3.9732, 1.2885], [2.9643, -2.5862, 1.0025], [4.1800, -2.3706, 0.2852], [2.9627, -1.8388, 2.2230], [1.8484, -2.1169, 0.1850], [-3.9600, -0.6356, 3.3760], [-3.1719, -1.1182, 4.3888], [-3.4695, -1.6305, 5.6415], [-2.3961, -2.0368, 6.4199], [-1.0836, -1.9252, 5.9536], [-0.7917, -1.4094, 4.7049], [-1.8546, -1.0031, 3.8993], [-1.8620, -0.4600, 2.6385], [-3.1234, -0.2402, 2.3522], [-3.6164, 0.4007, 1.1627], [-4.9231, 0.7400, 0.9077], [-5.0347, 1.5970, -0.5785], [-3.3110, 1.4239, -0.7650], [-2.7358, 0.7897, 0.1865], [-4.9547, -0.5140, 3.3979], [-4.4894, -1.7109, 5.9986], [-2.5840, -2.4474, 7.4041], [-0.2716, -2.2582, 6.5879], [0.2189, -1.3218, 4.3334], [-5.8060, 0.5620, 1.4987], [-2.8166, 1.8364, -1.6337], [-2.1576, -5.2820, -0.9012], [-1.2045, -4.7862, -1.7095], [-1.8285, -4.1979, -2.7404], [-0.5152, -5.8291, -2.1922], [-0.1519, -3.5873, -0.7245], [-1.1666, -2.6039, -0.4496], [0.2803, -4.4626, 0.3011], [0.8149, -3.2198, -1.8940], [1.2095, -1.7419, -2.1965], [0.2532, -0.7581, -1.7665], [2.5798, -1.3744, -2.2718], [0.8390, -1.8376, -4.0310], [0.9826, -0.6255, -4.5931], [1.7018, -2.6637, -4.6498], [-0.3921, -2.2713, -4.3019], [-2.3743, -0.3289, -3.1240], [-1.8808, -0.7356, -2.3993], [-1.8351, 0.4355, -3.3670], [0.0656, -2.4410, 2.0830], [-0.2085, -3.5214, 2.8175], [0.7176, -4.0325, 3.6940], [0.4510, -5.1385, 4.4465], [-0.7944, -5.8075, 4.3298], [-1.7189, -5.2832, 3.4085], [-1.4251, -4.1643, 2.6807], [1.6546, -3.4977, 3.7173], [1.2179, -5.5103, 5.1144], [-1.0174, -6.6891, 4.9161], [-2.6777, -5.7633, 3.2542], [-2.0921, -3.7263, 1.9528]]
}

7.
{
  "formula": "C4H12NOS",
  "method": "ωB97M-V/def2-TZVPD",
  "relative_energy_kcal_mol": 9.5,
  "multiplicity": 2,
  "charge": -2,
  "symbols": ["C", "N", "C", "C", "S", "C", "H", "H", "H", "H", "H", "H", "H", "H", "H", "H", "H", "H", "O"],
  "positions_angstrom": [[-2.1666, 1.9257, 0.1963], [-1.0362, 1.5156, 1.0893], [-0.6245, 0.0619, 0.9582], [0.7109, -0.1856, 0.2421], [0.7074, -1.5806, -0.9135], [-1.9034, 3.3187, -0.3958], [-3.0497, 2.0768, 0.8170], [-2.3767, 1.2035, -0.5943], [-0.2808, 1.9555, 0.5638], [-0.6820, -0.3505, 1.9670], [-1.3849, -0.4655, 0.3714], [1.0208, 0.7721, -0.1974], [1.4797, -0.3562, 1.0085], [-2.6789, 3.5746, -1.1267], [-0.9110, 3.4619, -0.8123], [-2.0465, 4.0421, 0.4052], [2.5152, -3.0138, -0.7090], [3.2211, -2.9885, 0.5777], [3.3388, -3.3775, -0.2943]]
}

8.
{
  "formula": "C3H5NO4",
  "method": "ωB97M-V/def2-TZVPD",
  "relative_energy_kcal_mol": 27.9,
  "smiles": "COC(=O)N=C(O)O",
  "symbols": ["C", "O", "C", "O", "N", "C", "O", "O", "H", "H", "H", "H", "H"],
  "positions_angstrom": [[-1.4104, -0.2647, 1.6066], [-0.6399, 0.5560, 0.7345], [0.7712, 0.3708, 0.8387], [1.3254, -0.2829, 1.6977], [1.2921, 0.8310, -0.3140], [0.7582, 0.2133, -1.3232], [0.4387, -1.0800, -1.3961], [0.8218, 0.7425, -2.5474], [-2.4456, 0.0853, 1.5922], [-1.0572, -0.1841, 2.6388], [-1.3589, -1.3051, 1.2698], [0.2665, -1.2989, -2.3255], [1.2381, 1.6168, -2.4721]]
}